# 1
This record from OMol25 describes a structure of composition C25H18Br3N6O3S2Ti in a non-equilibrium geometry. The level of theory is ωB97M-V/def2-TZVPD.

The geometry in XYZ format:
```
58
C25H18Br3N6O3S2Ti, DFT ωB97M-V/def2-TZVPD
Ti -0.03505 -0.15976 0.41516
C -1.15100 5.16940 -0.65641
C -1.80129 3.87093 -0.27496
C -3.12063 3.77774 0.13684
C -3.63739 2.55465 0.53118
C -2.79702 1.46211 0.50288
Br -3.43667 -0.20461 1.13865
N -1.53812 1.50542 0.08312
C -1.06090 2.69741 -0.29824
H -1.89306 5.95823 -0.77670
H -0.59605 5.07012 -1.58942
H -0.44306 5.48092 0.11412
H -3.74383 4.66368 0.17034
H -4.65251 2.44740 0.88179
H -0.02714 2.71030 -0.62543
S 1.52363 -2.72491 -1.32312
C 2.48677 -1.64402 -2.31091
C 3.54152 -2.23184 -3.02116
C 4.43167 -1.49936 -3.78855
C 5.48724 -2.17178 -4.49248
N 6.33599 -2.71571 -5.04677
C 4.27729 -0.10804 -3.86073
C 3.23562 0.48745 -3.17086
C 2.31657 -0.23854 -2.40344
S 1.00309 0.70151 -1.71359
C 5.17549 0.70210 -4.63523
N 5.88405 1.35774 -5.26084
H 3.65969 -3.30525 -2.96094
H 3.11962 1.56188 -3.21968
C -1.56831 -2.91415 -2.99888
O -1.48085 -3.39266 -1.64887
C -0.94014 -2.52241 -0.80189
O -1.16513 -1.30602 -0.87887
N -0.76612 -3.12460 0.44385
N -0.12597 -2.23305 1.33167
H -2.02065 -3.72001 -3.56838
H -0.56143 -2.69874 -3.35829
H -2.17916 -2.01488 -3.04359
H -0.32398 -4.03299 0.36537
H 0.87641 -2.40240 1.38444
H -0.55057 -2.26060 2.25056
Br -1.53127 2.96301 3.60600
C 0.17216 2.62836 2.84101
C 1.10586 3.64982 2.78627
C 2.34404 3.42789 2.21687
Br 3.57995 4.87190 2.17944
C 2.70796 2.17645 1.67523
C 3.95173 1.84907 1.10851
C 4.15842 0.54971 0.63837
C 3.14764 -0.37671 0.67504
N 1.92077 -0.10222 1.18662
C 1.72022 1.14874 1.73765
C 0.44626 1.34472 2.34013
O -0.41892 0.35136 2.34516
H 0.86009 4.62204 3.19082
H 4.73234 2.59326 1.05412
H 5.11343 0.26694 0.21489
H 3.27272 -1.36949 0.26569
```

Properties
- 2S+1: 3
- Charge: -1
- Relative energy (zero: lowest compared OMol25 entry of this formula, charge and spin): 129.4 kJ/mol
- Lowest unoccupied orbital energy (spin up / spin down): 2.082 / 2.071 eV
- Highest occupied orbital energy (spin up / spin down): -2.85 / -4.64 eV



# 2
This record from OMol25 describes a structure of composition C7H14O10Tl in a non-equilibrium geometry. The level of theory is ωB97M-V/def2-TZVPD.

The geometry in XYZ format:
```
32
C7H14O10Tl, DFT ωB97M-V/def2-TZVPD
Tl -2.37608 0.86110 0.78310
O -3.93336 0.79729 3.19437
H -4.55600 1.55016 3.20165
O 1.70447 -0.29129 3.29257
C 0.50227 0.20726 3.31397
O -0.05429 0.27775 4.43058
O 0.01373 0.70562 2.29502
H 1.63805 -0.53116 4.21974
C -2.69778 -3.26324 -1.77912
O -1.38205 -3.50316 -1.19509
C -0.67039 -2.44125 -0.75997
O -1.03262 -1.29408 -0.65690
O 0.52697 -2.88510 -0.34363
C 1.43387 -2.13137 0.41393
H -2.94377 -4.27476 -2.10223
H -2.66583 -2.67713 -2.69757
H -3.43694 -2.81079 -1.11803
H 1.33424 -1.11667 0.02849
H 2.42783 -2.55807 0.27952
H 1.13885 -2.17418 1.46238
C 0.44683 1.52560 -3.45547
O 1.22375 2.32183 -2.50468
C 0.96336 2.28918 -1.24208
O -0.01798 1.74310 -0.67004
O 2.00841 2.98524 -0.67513
C 2.30062 3.11706 0.62545
H 0.61128 0.44997 -3.39166
H 0.85365 1.77896 -4.43446
H -0.59905 1.83250 -3.45009
H 1.45866 3.12460 1.31765
H 2.79765 4.08043 0.73939
H 2.98172 2.30445 0.87819
```

Properties
- Charge: +1
- Relative energy (zero: lowest compared OMol25 entry of this formula, charge and spin): 156.9 kJ/mol
- Lowest unoccupied orbital energy: -9.849 eV
- Highest occupied orbital energy: -13.39 eV



# 3
This record from OMol25 describes a cluster of 2 separate species, C4H2ClN in total in a non-equilibrium geometry. The level of theory is ωB97M-V/def2-TZVPD.

The geometry in XYZ format:
```
8
C4H2ClN, DFT ωB97M-V/def2-TZVPD
C -1.11994 1.43779 -0.55197
C -0.47599 1.19005 0.64045
C 0.10681 -1.36921 -0.74142
C -0.00874 0.45640 1.49092
N 0.94666 -2.14699 -0.96306
Cl -1.36188 3.07880 -1.04112
H 0.47770 0.28657 2.38402
H 1.43538 -2.93340 -1.21782
```

Properties
- Relative energy (zero: lowest compared OMol25 entry of this formula, charge and spin): 433.3 kJ/mol
- Lowest unoccupied orbital energy: -1.217 eV
- Highest occupied orbital energy: -8.55 eV